# 1
Formula: C3H2LiO3Tm
Source: OMol25
Level of theory: wB97M-V/def2-TZVPD

Geometry as XYZ:
```
10
Properties=species:S:1:pos:R:3:mulliken_charge:R:1
C -1.495 1.182 -0.835 -0.530
C -0.270 0.705 -0.930 0.467
O 0.721 0.764 -1.649 -0.581
Tm 3.058 0.600 -1.347 1.692
H -2.341 0.525 -0.712 0.299
H -1.695 2.242 -0.800 0.282
O -0.906 -1.215 1.764 -0.320
C -0.069 -1.081 0.975 0.492
Li 1.755 -2.452 2.627 0.922
O 1.242 -1.270 0.908 -0.722
```

Highest occupied orbital energy (alpha / beta), eV: -13.85 / -15.90
Frontier orbital gap (alpha / beta), eV: 4.3 / 6.3
ΔE to the lowest compared entry with this formula, charge and spin, kJ/mol: 61.0
Net charge: +2
Multiplicity: 3

# 2
Formula: C3H2N2
Source: OMol25
Level of theory: wB97M-V/def2-TZVPD

Geometry as XYZ:
```
7
Properties=species:S:1:pos:R:3:mulliken_charge:R:1
C -0.315 0.383 0.331 0.246
C 0.567 1.260 0.590 -0.301
C -1.387 -0.219 -0.167 -0.437
N 2.241 0.126 -0.162 0.057
N 2.574 -0.847 0.233 -0.071
H -2.315 -0.274 0.391 0.260
H -1.365 -0.429 -1.217 0.247
```

Highest occupied orbital energy (alpha / beta), eV: -9.78 / -9.78
Frontier orbital gap (alpha / beta), eV: 8.1 / 8.1
ΔE to the lowest compared entry with this formula, charge and spin, kJ/mol: 381.5

# 3
Formula: C3H2N2
Source: OMol25
Level of theory: wB97M-V/def2-TZVPD

Geometry as XYZ:
```
7
Properties=species:S:1:pos:R:3:mulliken_charge:R:1
N -1.983 -1.956 0.035 -0.320
C -1.126 -1.194 -0.036 0.152
C 0.004 -0.253 0.031 -0.070
C 1.160 -1.144 -0.050 0.115
N 1.951 -1.966 -0.010 -0.307
H 0.142 0.485 -0.743 0.236
H -0.115 0.218 1.019 0.194
```

Highest occupied orbital energy, eV: -12.41
Frontier orbital gap, eV: 12.8
ΔE to the lowest compared entry with this formula, charge and spin, kJ/mol: 22.9

# 4
Formula: C3H2N2O
Source: OMol25
Level of theory: wB97M-V/def2-TZVPD

Geometry as XYZ:
```
8
Properties=species:S:1:pos:R:3:mulliken_charge:R:1
C 2.005 -0.145 -0.233 0.031
C -0.896 0.744 0.110 0.473
C -0.060 -0.234 -0.525 -0.003
N 2.903 0.278 0.337 -0.350
N -0.867 -0.479 0.681 -0.275
O -1.456 1.807 -0.001 -0.482
H -0.051 -0.856 -1.428 0.320
H -1.577 -1.116 1.060 0.287
```

Highest occupied orbital energy, eV: -11.07
Frontier orbital gap, eV: 10.0
ΔE to the lowest compared entry with this formula, charge and spin, kJ/mol: 338.4

# 5
Formula: C3H2N2O
Source: OMol25
Level of theory: wB97M-V/def2-TZVPD

Geometry as XYZ:
```
8
Properties=species:S:1:pos:R:3:mulliken_charge:R:1
C -0.259 -0.908 -0.315 0.445
C 0.438 -0.368 0.909 0.127
C -0.131 1.106 -0.480 0.107
H 0.632 -1.178 1.608 0.339
H -0.126 2.276 -0.908 0.292
N 0.674 0.943 0.658 -0.485
N -0.956 0.184 -0.949 -0.417
O -0.273 -2.054 -0.522 -0.409
```

Highest occupied orbital energy, eV: -10.41
Frontier orbital gap, eV: 8.6
ΔE to the lowest compared entry with this formula, charge and spin, kJ/mol: 160.3

# 6
Formula: C3H2N2O
Source: OMol25
Level of theory: wB97M-V/def2-TZVPD

Geometry as XYZ:
```
8
Properties=species:S:1:pos:R:3:mulliken_charge:R:1
C -0.837 0.666 -0.036 -0.203
C -1.054 -0.662 -0.058 -0.085
C 1.413 -0.040 0.002 0.551
N 0.442 0.990 0.006 -0.256
N 0.746 -1.164 0.010 -0.373
O 2.602 0.170 0.035 -0.450
H -1.550 1.476 -0.051 0.415
H -1.761 -1.436 0.092 0.400
```

Highest occupied orbital energy (alpha / beta), eV: -9.91 / -9.98
Frontier orbital gap (alpha / beta), eV: 6.4 / 6.4
ΔE to the lowest compared entry with this formula, charge and spin, kJ/mol: 519.2

# 7
Formula: C3H2N2O
Source: OMol25
Level of theory: wB97M-V/def2-TZVPD

Geometry as XYZ:
```
8
Properties=species:S:1:pos:R:3:mulliken_charge:R:1
N 2.347 -0.525 -0.524 -0.388
C 1.198 -0.369 -0.418 0.228
N -0.109 -0.380 -0.874 -0.128
C -0.930 0.179 0.102 -0.464
C -0.160 0.697 1.099 0.486
O 0.058 1.096 2.180 -0.347
H -0.454 -1.151 -1.437 0.268
H -1.948 0.454 -0.126 0.345
```

Highest occupied orbital energy, eV: -8.46
Frontier orbital gap, eV: 7.5
ΔE to the lowest compared entry with this formula, charge and spin, kJ/mol: 199.5

# 8
Formula: C3H2N2O
Source: OMol25
Level of theory: wB97M-V/def2-TZVPD

Geometry as XYZ:
```
8
Properties=species:S:1:pos:R:3:mulliken_charge:R:1
N -0.172 2.445 -0.759 -0.332
C -0.132 1.327 -0.465 0.062
C -0.210 -0.134 -0.209 0.569
O -1.256 -0.475 0.653 -0.494
C 1.095 -0.741 0.131 0.016
N 2.065 -1.357 0.249 -0.334
H -0.430 -0.593 -1.175 0.142
H -0.961 -0.473 1.574 0.371
```

Highest occupied orbital energy, eV: -12.46
Frontier orbital gap, eV: 12.5
ΔE to the lowest compared entry with this formula, charge and spin, kJ/mol: 33.8

# 9
Formula: C3H2N2O2
Source: OMol25
Level of theory: wB97M-V/def2-TZVPD

Geometry as XYZ:
```
9
Properties=species:S:1:pos:R:3:mulliken_charge:R:1
N -2.493 -1.211 0.210 -0.533
C -1.536 -0.427 0.241 0.357
C -0.824 0.652 0.362 0.266
N 0.182 1.388 0.364 -0.528
C 1.402 0.710 0.041 0.324
O 1.368 -0.442 -0.711 -0.272
O 1.874 0.851 -1.238 -0.266
H -2.203 -2.160 -0.043 0.298
H 2.126 0.744 0.855 0.354
```

Highest occupied orbital energy, eV: -9.13
Frontier orbital gap, eV: 8.1
ΔE to the lowest compared entry with this formula, charge and spin, kJ/mol: 604.9

# 10
Formula: C3H2N2O2
Source: OMol25
Level of theory: wB97M-V/def2-TZVPD

Geometry as XYZ:
```
9
Properties=species:S:1:pos:R:3:mulliken_charge:R:1
O 1.913 -0.230 1.602 -0.523
C 1.139 -0.221 0.541 0.561
N 0.927 0.996 -0.151 -0.349
C -0.294 1.223 -0.552 0.182
O -1.328 0.318 -0.196 -0.306
C -0.751 -1.073 -0.155 0.067
N 0.410 -1.418 0.154 -0.260
H -0.492 2.307 -1.216 0.303
H -1.524 -1.902 -0.027 0.324
```

Highest occupied orbital energy, eV: -10.52
Frontier orbital gap, eV: 10.2
ΔE to the lowest compared entry with this formula, charge and spin, kJ/mol: 234.2

# 11
Formula: C3H2N2O2
Source: OMol25
Level of theory: wB97M-V/def2-TZVPD

Geometry as XYZ:
```
9
Properties=species:S:1:pos:R:3:mulliken_charge:R:1
H -2.043 0.792 -1.094 0.285
N -2.051 0.404 -0.207 -0.537
C -0.824 -0.056 -0.021 0.389
N -0.609 -0.931 1.053 -0.435
C 0.678 -0.953 1.209 0.166
O 1.436 -0.176 0.210 -0.330
C 0.445 0.385 -0.632 0.659
O 0.762 1.179 -1.500 -0.506
H 1.274 -1.380 2.161 0.309
```

Highest occupied orbital energy, eV: -10.79
Frontier orbital gap, eV: 9.3
ΔE to the lowest compared entry with this formula, charge and spin, kJ/mol: 136.6

# 12
Formula: C3H2N2O2
Source: OMol25
Level of theory: wB97M-V/def2-TZVPD

Geometry as XYZ:
```
9
Properties=species:S:1:pos:R:3:mulliken_charge:R:1
O 1.048 -1.319 -2.092 -0.402
C 1.258 -0.745 -1.058 -0.060
C 0.206 -0.005 -0.282 0.663
N 0.110 -0.147 1.001 -0.488
C -1.036 0.549 1.271 -0.043
N -1.579 1.130 0.238 -0.275
O -0.755 0.746 -0.816 -0.098
H 2.227 -0.772 -0.520 0.310
H -1.479 0.562 2.259 0.392
```

Highest occupied orbital energy, eV: -11.14
Frontier orbital gap, eV: 10.6
ΔE to the lowest compared entry with this formula, charge and spin, kJ/mol: 161.3